[1]
{
  "formula": "C7H20N2Si",
  "method": "wB97M-V/def2-TZVPD",
  "smiles": "CC[SiH2][NH2+]C[C@H](C)C(C)=[NH2+]",
  "e_lumo_ev": -7.4912,
  "charge": 2,
  "homo_lumo_gap_ev": 10.2595,
  "elements": ["C", "C", "Si", "N", "C", "C", "C", "C", "C", "N", "H", "H", "H", "H", "H", "H", "H", "H", "H", "H", "H", "H", "H", "H", "H", "H", "H", "H", "H", "H"],
  "positions_angstrom": [[-4.34549, 1.00313, -0.50756], [-3.91686, 0.00683, 0.58255], [-2.55398, -1.20404, 0.08235], [-0.88380, 0.00986, 0.18163], [0.43850, -0.63237, 0.13697], [1.60310, 0.37831, 0.30951], [1.65829, 1.36702, -0.87280], [2.95846, -0.26784, 0.40364], [3.40172, -1.23311, -0.60242], [3.75203, 0.07263, 1.35914], [-3.51928, 1.61464, -0.85971], [-5.10262, 1.67058, -0.10472], [-4.77953, 0.48887, -1.35860], [-4.79977, -0.57174, 0.86809], [-3.63156, 0.56310, 1.48270], [-2.09855, -2.17902, 1.06447], [-2.38915, -1.57229, -1.31895], [-0.96462, 0.67667, -0.58672], [-0.98122, 0.54643, 1.04389], [0.47580, -1.37472, 0.93661], [0.52193, -1.14603, -0.82286], [1.42841, 0.94708, 1.23057], [2.58013, 1.94349, -0.85758], [1.59702, 0.84479, -1.82386], [0.84295, 2.08191, -0.80976], [3.39141, -0.78089, -1.59660], [4.40481, -1.60518, -0.40621], [2.71811, -2.08134, -0.65637], [3.49907, 0.74074, 2.08224], [4.69471, -0.30753, 1.42036]]
}


[2]
{
  "formula": "C7H20N3OPt",
  "method": "wB97M-V/def2-TZVPD",
  "multiplicity": 3,
  "e_lumo_ev": [2.5751, 2.5548],
  "charge": -1,
  "s_squared": 2.0042,
  "homo_lumo_gap_ev": [1.7632, 7.1340],
  "elements": ["C", "Pt", "N", "H", "H", "H", "H", "H", "H", "H", "H", "C", "N", "C", "C", "C", "N", "C", "C", "O", "H", "H", "H", "H", "H", "H", "H", "H", "H", "H", "H", "H"],
  "positions_angstrom": [[-1.58426, -1.27271, -3.62127], [-0.72131, -0.32393, -2.11163], [0.77096, 0.76796, -3.09747], [-2.23387, -0.00343, -1.35396], [-1.93073, 0.75729, -2.23814], [-2.56539, -1.67695, -3.36304], [-0.91459, -2.08430, -3.92756], [-1.68806, -0.55438, -4.44025], [1.71314, 0.57779, -2.74633], [0.59856, 1.76508, -2.92152], [0.81124, 0.66850, -4.11842], [0.25163, -2.09973, 0.08774], [0.27478, -0.98401, 1.00501], [0.13690, -1.35111, 2.40591], [0.67417, -0.29534, 3.35151], [0.34120, 1.09969, 2.89700], [0.56002, 1.25651, 1.46854], [0.49364, 2.62030, 1.01683], [0.38821, 0.27931, 0.57180], [0.35676, 0.62501, -0.68181], [1.15881, -2.69087, 0.30462], [0.23321, -1.76423, -0.97746], [-0.63538, -2.72278, 0.26459], [-0.92199, -1.61974, 2.63684], [0.71357, -2.27336, 2.52103], [1.76561, -0.37145, 3.42624], [0.26596, -0.45150, 4.35564], [0.96068, 1.86757, 3.37229], [-0.70919, 1.35334, 3.15735], [-0.52430, 3.01731, 1.13512], [1.17687, 3.19192, 1.64792], [0.78315, 2.69225, -0.02711]]
}


[3]
{
  "formula": "C7H20N4",
  "method": "wB97M-V/def2-TZVPD",
  "e_lumo_ev": [-9.8346, -9.8153],
  "charge": 2,
  "homo_lumo_gap_ev": [4.9090, 4.9455],
  "elements": ["C", "C", "C", "C", "C", "C", "C", "N", "N", "N", "N", "H", "H", "H", "H", "H", "H", "H", "H", "H", "H", "H", "H", "H", "H", "H", "H", "H", "H", "H", "H"],
  "positions_angstrom": [[-1.26482, -1.14795, 2.10512], [-1.43158, -0.18960, 3.19188], [1.48711, -0.07313, -3.38659], [-0.42345, 2.55948, -1.19619], [1.98663, 1.77095, -0.91881], [0.41020, 0.89298, -2.83666], [0.71250, 1.71267, -1.67493], [-1.11421, -2.40544, 2.82457], [-0.04931, -0.90094, 1.22647], [-0.60231, -3.57848, 2.21255], [0.10551, -0.41850, 0.07068], [-2.20875, -1.15282, 1.51884], [-0.73582, -0.06212, 3.94989], [-2.36881, -0.60846, 3.77633], [-1.77822, 0.87853, 3.02201], [2.46048, 0.39235, -3.35752], [0.99737, -0.24828, -4.45531], [1.40857, -1.04403, -2.79589], [-0.14578, 3.57854, -1.41893], [-1.24508, 2.45921, -1.98697], [-0.54994, 2.48326, -0.15664], [2.57887, 2.48474, -1.46583], [2.45411, 0.80211, -0.98641], [1.90586, 1.95577, 0.11346], [-0.60931, 0.45923, -2.72731], [0.52391, 1.62453, -3.74867], [-0.82510, -2.28483, 3.82956], [0.76138, -1.37750, 1.62729], [-0.77729, -4.36106, 2.93294], [-0.93983, -3.83915, 1.22537], [-0.72287, -0.36206, -0.51432]]
}


[4]
{
  "formula": "C7H20NSi",
  "method": "wB97M-V/def2-TZVPD",
  "e_lumo_ev": [-6.6265, -6.7668],
  "charge": 1,
  "homo_lumo_gap_ev": [5.2616, 4.9419],
  "elements": ["C", "C", "C", "C", "C", "C", "C", "N", "Si", "H", "H", "H", "H", "H", "H", "H", "H", "H", "H", "H", "H", "H", "H", "H", "H", "H", "H", "H", "H"],
  "positions_angstrom": [[-1.57421, 0.75832, 3.01454], [-0.62372, 2.16630, -2.14034], [-0.02549, -1.25273, -3.39846], [-0.10734, 0.40688, 2.92615], [-0.04159, 1.25923, -0.96620], [0.47309, -1.06426, -1.99209], [0.22798, -0.83392, 2.28174], [-0.26877, -0.11930, -1.20607], [1.99369, -1.52192, 1.97892], [-2.23544, 0.03229, 2.77504], [-1.82923, 1.46929, 2.30495], [-1.82135, 1.11782, 3.97801], [-0.22656, 1.70891, -3.01807], [-1.72639, 2.03646, -2.41348], [-0.36386, 3.18712, -1.96365], [0.17254, -0.36359, -4.04339], [0.22739, -2.19809, -3.96342], [-1.14384, -1.35146, -3.43525], [0.31186, 0.12119, 3.89831], [0.45772, 1.29563, 2.64813], [-0.41427, 1.40750, 0.01339], [1.04443, 1.32403, -0.96313], [1.56716, -0.79571, -1.80816], [0.37901, -1.94442, -1.50267], [-0.50507, -1.52582, 2.23971], [-1.28424, -0.22986, -1.31013], [2.43673, -1.77828, 3.36172], [3.04590, -0.53847, 1.45648], [1.85385, -2.77314, 1.24742]]
}


[5]
{
  "formula": "C7H21BiNO3P2",
  "method": "wB97M-V/def2-TZVPD",
  "e_lumo_ev": -3.8362,
  "charge": 1,
  "homo_lumo_gap_ev": 5.9483,
  "elements": ["Bi", "H", "H", "P", "P", "C", "H", "H", "H", "C", "H", "H", "H", "C", "H", "H", "H", "C", "H", "H", "H", "C", "H", "H", "H", "C", "H", "H", "H", "C", "O", "H", "O", "N", "O"],
  "positions_angstrom": [[-0.00669, -0.03044, -0.27872], [-0.92252, -0.65254, 1.25446], [-0.95126, 0.47582, 1.29574], [-0.11821, -2.52860, -0.43263], [-0.12863, 2.52021, -0.45199], [1.41736, 3.30418, -0.01072], [1.28641, 4.35669, -0.27627], [1.62793, 3.21775, 1.06399], [2.25943, 2.88615, -0.57217], [-0.40709, 2.74271, -2.18682], [-1.35051, 2.27685, -2.48661], [-0.45539, 3.82272, -2.31900], [0.41022, 2.32129, -2.77868], [-1.43645, 3.27830, 0.46632], [-1.26642, 3.21608, 1.54747], [-1.43274, 4.32362, 0.15002], [-2.40129, 2.82331, 0.22215], [-0.22633, -2.73195, -2.21322], [-0.30023, -3.81005, -2.36504], [-1.11506, -2.23415, -2.62178], [0.66183, -2.34239, -2.72552], [1.34630, -3.34379, 0.13175], [1.44343, -3.26281, 1.21914], [1.21514, -4.39183, -0.15046], [2.25216, -2.94477, -0.33557], [-1.54457, -3.24370, 0.30446], [-2.46283, -2.75683, -0.03772], [-1.53308, -4.28808, -0.01262], [-1.48734, -3.18234, 1.39421], [1.80970, -0.01810, 0.94327], [2.84135, 0.00886, 1.46016], [0.85311, 0.03104, -1.74319], [0.59121, 1.72361, 3.86473], [0.45546, 0.86176, 3.13760], [0.39138, 1.45009, 1.86926]]
}


[6]
{
  "formula": "C7H21NO4P3S",
  "method": "wB97M-V/def2-TZVPD",
  "e_lumo_ev": 2.5809,
  "charge": -1,
  "homo_lumo_gap_ev": 5.7227,
  "elements": ["C", "C", "P", "C", "C", "P", "O", "C", "N", "P", "O", "O", "H", "H", "H", "H", "H", "H", "H", "H", "H", "H", "H", "H", "H", "H", "H", "C", "S", "O", "C", "H", "H", "H", "H", "H", "H"],
  "positions_angstrom": [[-3.14982, 0.88387, -3.38583], [-1.90582, 0.05844, -2.63177], [-1.37021, 1.14044, -1.15351], [-0.42954, 2.70812, -1.67779], [-1.24723, 4.00383, -1.06665], [-0.41122, 0.02111, 0.43870], [1.00914, 1.02317, 0.48710], [2.07785, 0.40805, -0.36789], [2.86773, -0.22291, -1.20944], [-2.26338, -1.20157, 0.58258], [-2.06036, -2.35446, 1.90003], [-3.52690, -0.04051, 1.00482], [-4.07635, 0.90556, -2.65087], [-3.38776, 0.41129, -4.43391], [-2.77643, 2.01263, -3.48361], [-1.03822, -0.16726, -3.40862], [-2.38592, -0.98107, -2.32052], [0.72058, 2.71453, -1.47035], [-0.54371, 2.79177, -2.86342], [-2.34706, 3.60697, -0.82959], [-0.75362, 4.42441, -0.09296], [-1.40936, 4.83452, -1.90898], [-1.02284, 0.90322, 1.42475], [0.15134, -0.72711, 1.55791], [0.18991, -0.90759, -0.51320], [-1.09602, -2.67443, 1.83989], [-3.97273, 0.26740, 0.15883], [4.39400, -1.75886, 1.90008], [2.67798, -2.33009, 1.85805], [1.80044, -1.13959, 2.10870], [2.76199, -3.27731, 3.39687], [4.56457, -1.10741, 1.03963], [4.57920, -1.19951, 2.82012], [5.06614, -2.61813, 1.84131], [3.04947, -2.62298, 4.22341], [3.48850, -4.08615, 3.28835], [1.77564, -3.70240, 3.59780]]
}


Per-record DFT total energy, eV: -18425.9843 -17343.5201 -13520.6247 -16939.6780 -39631.7255 -55974.2956